Entry from the OMol25 dataset: C25H14Co2O6S as an isolated structure in a non-equilibrium geometry (ωB97M-V/def2-TZVPD).

XYZ file:
```
48
Properties=species:S:1:pos:R:3
O 5.7995 1.6957 -2.7819
C 4.8313 1.2800 -2.2926
Co 3.2458 0.8068 -1.5475
C 2.6112 2.4212 -1.2186
O 2.1810 3.4640 -0.9801
C 2.4264 0.3263 -3.0569
O 1.9248 0.1326 -4.0842
C 3.5510 -0.5399 -0.3845
C 2.2540 -0.1209 -0.3231
C 0.9703 -0.3538 0.0353
C -0.0406 -0.6916 -0.9187
C -1.3729 -0.2569 -0.7413
C -2.3763 -0.6902 -1.5807
C -2.1022 -1.5868 -2.6151
C -0.7841 -2.0187 -2.7964
C 0.2461 -1.5690 -1.9813
Co 4.4602 -1.7320 -1.7865
C 6.1369 -1.4041 -2.1946
O 7.2574 -1.2490 -2.4498
C 3.7280 -2.4075 -3.2258
O 3.2783 -2.9353 -4.1550
C 4.6118 -3.1481 -0.8002
O 4.6735 -4.0864 -0.1251
H 4.2102 -0.5360 0.5007
H 0.5730 -0.4837 1.1391
H -1.5785 0.4476 0.0614
H -3.3801 -0.3245 -1.4101
H -2.9088 -1.9293 -3.2642
H -0.5363 -2.7348 -3.5727
H 1.2732 -1.9532 -2.0807
C -5.1256 -0.0703 3.6418
C -3.7530 -0.2800 3.7173
C -2.8226 0.6527 3.1849
C -3.3521 1.8537 2.5855
C -4.7516 2.0394 2.5203
C -5.6318 1.1010 3.0339
C -2.4374 2.8042 2.0586
C -1.0870 2.5682 2.0421
C -0.5746 1.2948 2.4492
S 1.0591 1.0102 2.0894
C -1.4298 0.4358 3.1731
H -5.8225 -0.8091 4.0428
H -3.3612 -1.1818 4.1866
H -5.1243 2.9442 2.0351
H -6.7102 1.2604 2.9638
H -2.8402 3.7324 1.6481
H -0.3773 3.2809 1.6238
H -1.0219 -0.4588 3.6351
```

The total energy is -124501.9562 eV. The gap between HOMO and LUMO is 3.787 eV. Its total charge is +2. The LUMO energy is -0.36897 hartree. The HOMO energy comes out at -13.83 eV. The max |F| is 5.56 eV/Å. Its spin multiplicity is 1.

Results of the natural (NBO) charge analysis, in e, for atoms 1 through 5: O -0.404; C 0.547; Co -0.008; C 0.586; O -0.412

Entry from the OMol25 dataset: C25H14N5S2W as an isolated structure (ωB97M-V/def2-TZVPD).

XYZ file:
```
47
Properties=species:S:1:pos:R:3
W -0.0877 -0.6512 -0.0518
S 5.6278 4.5360 -0.0399
N 5.7306 2.9359 0.0569
C 4.4893 2.4671 0.0189
C 4.1241 1.0695 0.0877
C 5.0469 0.0240 0.2217
C 4.5440 -1.2496 0.3081
C 3.1671 -1.4622 0.2396
N 2.2498 -0.5053 0.0819
C 2.7686 0.7591 0.0275
C 1.7980 1.7993 -0.0807
N 0.5245 1.3517 -0.1094
C -0.4690 2.2547 -0.2059
C -0.2375 3.6149 -0.2609
C 1.0676 4.0778 -0.2257
C 2.1144 3.1553 -0.1356
C 3.5177 3.4841 -0.0894
N 4.0335 4.7060 -0.1325
H 6.1080 0.2318 0.2736
H 5.1863 -2.1092 0.4370
H 2.8179 -2.4637 0.3474
H -1.4597 1.8467 -0.2546
H -1.0734 4.2957 -0.3389
H 1.2894 5.1373 -0.2696
S -4.0586 -2.3472 -0.0463
C -4.5436 -0.7052 0.0280
C -5.8729 -0.2839 0.0705
C -6.1044 1.0662 0.1682
C -5.0257 1.9555 0.2346
C -3.7130 1.5350 0.1905
C -3.4410 0.1633 0.0662
N -2.2110 -0.5563 0.0004
C -2.4408 -1.8769 -0.0393
C -1.3350 -2.8721 -0.0666
C -1.7733 -4.1974 -0.0843
C -0.9100 -5.2716 -0.1332
C 0.4660 -5.0475 -0.1834
C 0.9429 -3.7644 -0.1687
C 0.1182 -2.6122 -0.0949
H -6.6860 -0.9963 0.0358
H -7.1163 1.4446 0.2089
H -5.2268 3.0135 0.3320
H -2.9727 2.3074 0.2799
H -2.8326 -4.4106 -0.0612
H -1.3058 -6.2793 -0.1463
H 1.1541 -5.8795 -0.2440
H 2.0104 -3.6908 -0.2519
```

The value obtained for the energy relative to the best compared isomer or geometry (same formula, charge and spin) is 1.696 eV. The total energy is -57070.0319 eV. The expectation value of S² is 2.067. The gap between HOMO and LUMO (spin up / spin down) is 4.980 / 5.917 eV. Its total charge is +3. The LUMO energy (spin up / spin down) is -0.45668 / -0.42463 hartree. The HOMO energy (spin up / spin down) comes out at -17.41 / -17.47 eV. The max |F| is 0.55 eV/Å. Its spin multiplicity is 3.

Results of the natural (NBO) charge analysis, in e, for atoms 1 through 5: W 1.755; S 1.112; N -0.580; C 0.164; C -0.068

Entry from the OMol25 dataset: C25H16Br2F5PZn as an isolated structure (ωB97M-V/def2-TZVPD).

XYZ file:
```
50
Properties=species:S:1:pos:R:3
Zn 2.2394 -0.4497 -2.4866
F 1.1280 -6.4883 -0.7231
C 0.9144 -5.1722 -0.7282
C 0.7336 -4.4918 0.4583
F 0.7712 -5.1710 1.6050
C 0.5052 -3.1280 0.4313
F 0.2639 -2.5715 1.6423
C 0.4878 -2.3746 -0.7231
P 0.6036 -0.2137 -0.8492
C -1.2193 -0.2316 -0.9813
C -2.0100 -0.7333 0.0505
C -3.3909 -0.7604 -0.0742
C -3.9981 -0.3270 -1.2480
C -3.2152 0.1383 -2.2933
C -1.8323 0.1929 -2.1541
C 1.2431 -0.0976 0.8408
C 0.5210 0.5104 1.8619
C 1.0645 0.6175 3.1356
C 2.3383 0.1310 3.3924
C 3.0684 -0.4727 2.3759
C 2.5149 -0.5941 1.1108
C 0.6332 -3.1084 -1.8833
Br 0.5019 -2.2788 -3.6207
C 0.8504 -4.4751 -1.9162
F 0.9846 -5.1653 -3.0529
H -1.5495 -1.1110 0.9554
H -3.9950 -1.1320 0.7438
H -5.0757 -0.3618 -1.3493
H -3.6761 0.4651 -3.2177
H -1.2347 0.5730 -2.9747
H -0.4683 0.9046 1.6726
H 0.4906 1.0917 3.9222
H 2.7603 0.2171 4.3859
H 4.0611 -0.8586 2.5701
H 3.0776 -1.0936 0.3281
Br 3.3926 0.4803 -4.1991
F -1.6358 5.4455 2.2455
C -1.0660 4.5568 1.4017
C 0.2581 4.2215 1.5827
C 0.8320 3.3067 0.7113
C 0.1057 2.7235 -0.3281
C 0.7606 1.7024 -1.2240
C -1.2232 3.1194 -0.4869
C -1.8215 4.0279 0.3786
H 0.8225 4.6714 2.3889
H 1.8720 3.0292 0.8492
H 1.8438 1.8742 -1.2345
H 0.4344 1.8273 -2.2602
H -1.8138 2.7037 -1.2929
H -2.8539 4.3304 0.2609
```

The value obtained for the energy relative to the best compared isomer or geometry (same formula, charge and spin) is 1.381 eV. The total energy is -237563.2291 eV. The gap between HOMO and LUMO is 7.334 eV. The LUMO energy is -0.02759 hartree. The HOMO energy comes out at -8.08 eV. The max |F| is 0.62 eV/Å. Its spin multiplicity is 1.

Results of the natural (NBO) charge analysis, in e, for atoms 1 through 5: Zn 1.303; F -0.284; C 0.271; C 0.269; F -0.286